(1)
ORCA calculation (wB97M-V/def2-TZVPD) on CH3Br2PS as an isolated structure in a non-equilibrium geometry.

The calculation puts the HOMO-LUMO gap (spin up / spin down) at 6.0 / 8.6 eV. Its spin multiplicity is 1. For the largest force on an atom, the calculation gives 2.44 eV Å⁻¹.

```
8
Properties=species:S:1:pos:R:3:lowdin_charge:R:1
C 2.654 0.668 -0.652 -1.149
P -2.376 -0.252 0.674 0.181
S -1.687 -1.885 -0.199 -0.001
Br 0.950 0.087 -0.230 0.579
Br 4.105 -0.262 0.130 0.561
H 2.998 1.621 -1.104 -0.006
H -3.274 0.501 -0.376 -0.060
H -3.371 -0.479 1.757 -0.105
```

(2)
ORCA calculation (wB97M-V/def2-TZVPD) on a 2-piece molecular cluster, CH3BrClN overall in a non-equilibrium geometry.

As for the SMILES: [H]/N=C\Cl.Br. The calculation puts the HOMO-LUMO gap at 11.3 eV. Its spin multiplicity is 1. For the largest force on an atom, the calculation gives 1.52 eV Å⁻¹.

```
7
Properties=species:S:1:pos:R:3:lowdin_charge:R:1
C -0.004 1.713 -0.036 -0.647
N -0.089 1.919 1.192 0.043
Cl 0.170 0.155 -0.942 0.467
Br -0.310 -3.180 -0.534 0.324
H 0.132 2.559 -0.668 0.048
H -0.252 1.168 1.905 0.080
H 0.353 -4.335 -0.918 -0.316
```

(3)
ORCA calculation (wB97M-V/def2-TZVPD) on a 2-piece molecular cluster, CH3BrFOP overall in a non-equilibrium geometry.

The calculation puts the HOMO-LUMO gap (spin up / spin down) at 8.0 / 8.0 eV. Its spin multiplicity is 1. For the largest force on an atom, the calculation gives 5.00 eV Å⁻¹.

```
8
Properties=species:S:1:pos:R:3:lowdin_charge:R:1
C -1.081 0.238 0.346 -0.126
O 0.271 0.677 0.192 -0.580
F 1.075 -2.218 -0.632 -0.628
P 1.219 0.410 -1.047 0.721
Br 3.025 0.690 0.163 0.343
H -1.174 -0.546 0.989 0.049
H -1.560 -0.262 -0.643 0.139
H -1.775 1.011 0.632 0.081
```

(4)
ORCA calculation (wB97M-V/def2-TZVPD) on a 2-piece molecular cluster, CH3BrFOP overall in a non-equilibrium geometry.

The calculation puts the HOMO-LUMO gap (spin up / spin down) at 5.9 / 7.0 eV. Its spin multiplicity is 1. For the largest force on an atom, the calculation gives 3.48 eV Å⁻¹.

```
8
Properties=species:S:1:pos:R:3:lowdin_charge:R:1
C -0.910 0.792 0.126 -0.074
O 0.375 0.285 0.586 -0.469
F 2.486 -0.321 0.922 -0.330
P 1.041 -1.131 0.726 1.012
Br 0.760 -2.240 -2.548 -0.429
H -1.137 1.371 1.019 0.093
H -1.801 0.051 0.016 0.121
H -0.816 1.193 -0.847 0.076
```

(5)
ORCA calculation (wB97M-V/def2-TZVPD) on CH3BrO2 as an isolated structure in a non-equilibrium geometry.

The calculation puts the HOMO-LUMO gap (spin up / spin down) at 8.5 / 8.5 eV. Its spin multiplicity is 1. For the largest force on an atom, the calculation gives 3.48 eV Å⁻¹.

```
7
Properties=species:S:1:pos:R:3:lowdin_charge:R:1
C 0.797 -0.020 -0.306 -0.210
O 0.053 -0.672 0.607 -0.137
O -1.340 0.212 1.194 -0.701
Br -2.855 0.015 0.327 0.745
H 0.954 1.110 -0.106 0.122
H 0.626 -0.049 -1.364 0.060
H 1.764 -0.596 -0.351 0.122
```

(6)
ORCA calculation (wB97M-V/def2-TZVPD) on an isolated ion of composition CH3BrO3P and charge -1 in a non-equilibrium geometry.

Its charge is -1. The calculation puts the HOMO-LUMO gap at 8.1 eV. Its spin multiplicity is 1. For the largest force on an atom, the calculation gives 3.09 eV Å⁻¹.

```
9
Properties=species:S:1:pos:R:3:lowdin_charge:R:1
C 1.312 -0.173 -0.233 -0.195
O -3.038 -1.991 0.894 -0.953
O -0.511 1.696 -1.014 -0.367
O -0.251 1.330 1.437 -0.362
P -0.208 0.817 0.097 0.127
Br -2.076 -0.883 -0.164 0.653
H 1.939 0.645 -0.320 -0.005
H 1.679 -0.798 0.564 0.037
H 1.153 -0.641 -1.261 0.065
```